# 1
10 unconnected molecules or ions with the total composition C24H66N14O10 at a distorted geometry. Source: the Open Molecules 2025 dataset; level of theory: ωB97M-V with the def2-TZVPD basis set.

XYZ file:
```
114
Properties=species:S:1:pos:R:3:forces:R:3
C -0.86203 -5.27770 1.80209 -1.646 -4.242 1.891
O -1.87495 -5.82515 2.16121 -1.367 -1.909 0.680
N -0.79045 -4.10206 1.48607 -1.201 10.291 -2.976
N 0.36182 -5.72003 1.79152 4.506 -5.268 1.012
H 0.13444 -3.71190 1.37447 -0.725 0.751 -0.083
H -1.64947 -3.57125 1.50653 0.330 0.281 -0.333
H 0.49543 -6.57848 2.30660 0.292 -0.048 -0.458
H 1.12040 -5.37623 1.22015 -0.385 0.077 0.232
C -0.32216 -4.14296 -3.58857 0.356 0.616 -1.382
O -0.09325 -3.34565 -4.49362 0.360 0.365 -0.367
N 0.29405 -4.24819 -2.45678 2.395 0.423 3.417
N -1.19061 -5.11676 -3.62465 -2.622 -1.932 -1.664
H 0.07079 -5.11483 -1.98859 0.877 0.821 0.834
H 1.01041 -3.60615 -2.14904 -0.052 -0.450 -0.350
H -1.81148 -5.17440 -4.41920 -0.041 -0.399 0.500
H -1.25006 -5.65066 -2.76937 -1.220 -0.216 -0.857
C 3.58808 -2.23986 -2.35159 2.122 0.793 -1.094
O 2.44823 -2.53374 -2.15503 -3.140 -0.633 1.172
N 4.04701 -1.88158 -3.53479 0.548 0.424 -2.412
N 4.54834 -2.17431 -1.44309 0.250 -0.420 2.342
H 3.47645 -2.04056 -4.35288 0.266 0.071 0.063
H 5.04713 -1.75719 -3.60107 -0.431 0.078 -0.683
H 4.20447 -2.36847 -0.51349 0.989 0.118 0.039
H 5.51781 -2.04324 -1.69423 -0.350 -0.051 0.609
C -3.59951 1.30601 -1.16109 3.392 1.410 -2.710
O -2.70181 1.87403 -1.76377 1.581 0.568 0.264
N -3.45306 0.44325 -0.22461 1.011 -2.858 3.993
N -4.79611 1.44335 -1.57334 -6.324 0.812 -1.736
H -4.26292 -0.04943 0.12394 0.589 -0.173 0.093
H -2.51615 0.12440 -0.02302 -0.278 -0.009 0.158
H -4.96302 1.95794 -2.42623 0.119 -0.077 0.340
H -5.53643 0.85618 -1.21660 0.011 0.289 -0.281
C -0.79359 -0.02162 -4.56678 -1.252 4.570 -1.739
O -1.23900 1.09636 -4.78687 -0.065 0.806 0.310
N 0.38443 -0.23934 -4.04343 3.177 -0.391 2.230
N -1.37352 -1.09406 -4.97315 -2.202 -3.781 -1.068
H 0.84604 0.52522 -3.57177 0.033 -0.270 -0.166
H 0.68255 -1.20199 -3.97604 0.487 0.221 0.321
H -0.84939 -1.91817 -4.71579 -0.681 -0.788 -0.718
H -1.96314 -1.10098 -5.79316 0.160 0.262 0.361
C -3.54056 -2.85150 -2.19531 1.866 -2.384 4.382
O -3.46948 -3.60524 -1.21121 -0.226 0.056 0.444
N -4.32981 -3.12214 -3.16230 -3.713 -1.056 -4.382
N -2.76053 -1.83343 -2.33007 1.964 3.393 -0.776
H -4.95758 -3.90637 -3.05750 0.275 0.216 -0.058
H -4.25013 -2.67495 -4.06439 -0.175 -0.085 0.248
H -2.85050 -1.21984 -3.12725 0.216 0.015 0.142
H -2.07044 -1.57594 -1.63900 -0.130 -0.222 -0.017
C 2.27512 1.96959 0.87608 -0.053 -1.326 -0.757
C 2.21116 3.03858 -0.24102 1.585 -0.630 1.477
C 1.46390 4.16550 0.45019 -1.030 2.551 -0.583
C 1.52454 5.55454 -0.32209 1.865 -1.445 -0.266
C 3.04797 5.86511 -0.50636 -1.183 0.039 -0.573
C 3.88966 4.75065 -1.17427 0.876 -1.074 -0.568
N 3.61908 3.43288 -0.50088 0.313 1.377 0.968
O 4.44914 2.37041 -0.98066 -0.849 0.829 0.438
C 3.68373 4.60568 -2.72301 -0.395 0.953 0.487
C 5.40438 5.07522 -0.91413 -0.179 -0.183 0.527
C 1.51542 2.50682 -1.46431 -0.563 0.067 -0.367
H 1.25827 1.63119 1.07507 -0.023 0.181 0.323
H 2.80822 2.20609 1.79693 -0.241 0.717 -0.139
H 2.78364 1.06473 0.54330 0.119 -0.079 -0.415
H 0.42388 3.88244 0.61250 -0.135 -0.298 -0.340
H 1.81742 4.33066 1.46796 0.506 -0.037 -0.077
H 1.06326 6.45524 0.08296 -0.208 -0.461 0.661
H 1.12514 5.48890 -1.33416 -0.302 -0.383 -0.019
H 3.47100 6.19263 0.44330 0.186 -0.312 0.045
H 3.03079 6.73971 -1.15664 0.601 0.120 -0.163
H 4.16637 3.70628 -3.10545 0.293 0.256 -0.095
H 2.65919 4.58692 -3.09458 -0.283 -0.212 0.509
H 4.07328 5.50740 -3.19551 0.494 -0.196 -0.168
H 6.11398 4.28117 -1.14663 -0.437 -0.312 -0.287
H 5.80824 5.96073 -1.40490 -0.536 0.194 -0.220
H 5.52715 5.23027 0.15778 -0.076 0.063 0.098
H 0.74418 1.80149 -1.15480 -0.218 0.084 -0.207
H 2.19581 1.99728 -2.14663 0.146 -0.190 0.085
H 1.06801 3.31915 -2.03704 -0.219 -0.141 0.000
H 4.18830 2.24526 -1.89603 -0.044 -0.248 -0.493
C -2.52346 -2.29509 5.13121 0.848 -1.108 1.039
C -2.59826 -0.99963 4.44217 -0.887 1.616 -1.908
C -3.26504 0.00123 5.41443 0.265 -0.239 -0.588
C -3.05742 1.44574 5.00670 1.242 1.296 0.159
C -1.58351 1.81180 4.77033 1.167 0.593 -0.360
C -0.80915 0.86268 3.80197 -0.949 1.541 0.728
N -1.23639 -0.47724 4.16101 1.435 -1.594 -0.171
O -0.50537 -1.41054 3.32098 -0.516 0.288 0.864
C -1.20222 1.31643 2.36753 0.742 0.283 0.328
C 0.72642 1.09247 4.02317 -0.185 -0.620 0.066
C -3.51395 -1.28304 3.16789 -0.273 0.386 0.050
H -1.97979 -3.02894 4.53625 -0.309 -0.149 0.023
H -3.53134 -2.62055 5.38880 0.007 -0.258 -0.209
H -1.98137 -2.17268 6.06889 0.114 -0.088 0.109
H -4.30533 -0.27928 5.57940 -0.157 0.129 -0.378
H -2.80136 -0.22972 6.37346 0.259 0.592 0.178
H -3.43146 2.15725 5.74288 -0.182 -0.186 0.251
H -3.42234 1.85806 4.06599 -1.225 -1.079 -0.163
H -0.94680 2.09885 5.60716 -0.266 -0.960 0.772
H -1.53976 2.77719 4.26615 -0.423 0.218 -0.301
H -2.25269 1.59916 2.29920 -0.053 -0.554 -0.252
H -0.65642 2.23475 2.15099 0.037 0.155 0.108
H -0.84529 0.64445 1.58706 -0.429 -0.298 -0.128
H 1.06636 1.07343 5.05863 -0.547 -0.616 0.293
H 1.28278 0.32796 3.48088 0.087 0.110 -0.050
H 1.10320 2.07449 3.73722 -0.558 0.115 -0.654
H -3.52197 -2.31318 2.81176 0.623 -0.178 0.189
H -3.38520 -0.66713 2.27786 0.436 0.341 0.182
H -4.56339 -1.14866 3.43003 -0.078 0.236 0.300
H -0.81820 -1.23925 2.42969 -0.196 0.012 -0.492
O -0.29659 -0.89243 -0.89228 -0.320 0.050 0.512
H 0.09337 -0.41371 -1.62371 0.017 0.269 -0.408
H 0.18615 -1.71840 -0.86143 0.157 -0.330 0.089
O 1.89983 -3.49115 0.40448 -0.063 -0.317 0.596
H 2.60091 -3.09192 0.91958 0.042 0.089 0.409
H 2.04801 -3.17629 -0.48722 0.180 0.284 -0.829
```
Forces are in eV/Å.

## Properties
M = 710.88 u
Structure (SMILES) = CC1(C)CCCC(C)(C)N1O.CC1(C)CCCC(C)(C)N1O.NC(N)=O.NC(N)=O.NC(N)=O.NC(N)=O.NC(N)=O.NC(N)=O.O.O
Total energy = -67294.8192 eV
HOMO level = -8.28 eV


# 2
A molecular structure, C24H66N6O14P2YZn2 at a distorted geometry. Source: the Open Molecules 2025 dataset; level of theory: ωB97M-V with the def2-TZVPD basis set.

XYZ file:
```
115
Properties=species:S:1:pos:R:3:forces:R:3
Zn 2.36707 -0.02062 -1.16146 0.184 0.470 -0.568
Zn -1.99992 -0.50570 -1.12401 0.806 0.472 -0.545
Y -1.42543 -0.29994 2.37507 1.354 -0.761 0.253
P 0.51454 -1.13574 0.29842 0.524 0.833 -0.309
O 0.14382 -0.22922 -0.93941 -1.292 -0.735 -0.524
O 1.98246 -1.55645 -0.10217 -0.787 -0.876 0.576
O -0.62472 -2.10562 0.62914 0.402 -0.370 -0.338
O 0.59556 -0.19872 1.51219 0.444 0.004 0.895
P -2.47458 1.79031 0.74592 -2.072 -1.234 3.377
O -2.54310 0.02520 0.60364 -0.003 1.370 -0.013
O -3.90040 2.04077 1.22285 1.633 0.305 -0.396
O -1.98185 2.26360 -0.56013 0.709 0.476 -1.106
O -1.44954 1.87631 2.01807 -1.246 -0.478 -2.075
C -1.01475 -0.01729 -4.20706 0.456 -0.522 1.287
C -1.59919 1.20715 -3.51313 -0.185 -1.279 -0.339
C -2.12926 2.27702 -4.40199 -0.532 2.537 0.028
O -2.95533 1.76955 -5.43411 -0.759 0.941 0.294
C -3.55401 2.87467 -6.18994 -0.822 -2.211 0.290
N -2.68489 0.64242 -2.75933 -0.556 1.854 4.241
H -0.29349 -0.49870 -3.49434 -0.598 0.158 -0.535
H -0.46356 0.29284 -5.05323 0.463 -0.105 -1.321
H -1.83888 -0.73412 -4.38812 0.879 0.530 -0.527
H -0.85919 1.59914 -2.81266 -0.619 0.322 0.000
H -1.32332 2.84999 -4.87146 0.362 -0.042 -0.053
H -2.67082 3.09968 -3.74492 0.649 -1.650 -1.057
H -4.15440 3.53784 -5.57298 0.490 0.322 0.469
H -4.33441 2.41420 -6.84003 0.999 0.202 0.048
H -2.75193 3.34307 -6.72644 0.078 0.613 -0.450
H -3.11094 1.43914 -2.14056 0.499 -1.875 -1.423
H -3.31329 0.08676 -3.29706 -0.687 0.146 -0.738
C -2.93358 -0.49539 5.92000 -0.143 -2.007 0.713
C -2.96895 0.70620 5.08172 0.235 1.980 -0.286
C -1.53536 1.29679 5.11500 -0.782 1.103 0.453
O -0.59419 0.39246 4.61120 0.774 -1.217 -0.251
C 0.74943 0.62393 5.09051 0.237 -0.181 -1.563
N -3.35250 0.41535 3.73186 0.840 -0.187 -1.633
H -3.88935 -1.05404 6.10579 0.677 0.667 -0.495
H -2.56949 -0.17378 6.89329 0.115 -0.374 0.205
H -2.19723 -1.16209 5.43223 -0.411 -0.063 0.713
H -3.71372 1.39789 5.48761 0.526 0.508 0.304
H -1.27139 1.45575 6.15027 -0.166 0.413 0.455
H -1.37859 2.20404 4.53174 -0.656 0.338 0.127
H 1.36865 0.68487 4.17211 -0.089 -0.123 0.614
H 1.08364 -0.20538 5.71229 -0.129 -0.016 0.064
H 0.84591 1.56742 5.61547 -0.234 0.108 0.142
H -4.22296 -0.05224 3.74722 -1.098 -0.462 -0.312
H -3.40611 1.19806 3.03272 -0.516 -0.030 0.869
C -0.42786 -4.35707 5.33779 -0.190 1.191 1.369
C -0.26771 -3.00012 4.65324 0.823 0.538 0.002
C 1.08742 -3.04864 3.93548 0.583 1.268 -0.067
O 2.06500 -3.37953 4.90456 0.055 -0.005 -0.087
C 3.38062 -2.96771 4.55834 0.064 -0.945 -0.176
N -1.22882 -2.62821 3.59556 -1.868 -0.740 -0.070
H 0.41718 -4.52021 6.01074 0.248 -0.038 -0.508
H -0.50421 -5.14154 4.62971 -0.072 -0.858 -0.679
H -1.23881 -4.39230 6.05582 -0.735 0.056 -0.271
H -0.28975 -2.14853 5.39515 0.228 -0.998 -0.613
H 1.30579 -2.05438 3.37718 -0.235 -1.400 0.909
H 1.09858 -3.86429 3.20246 -0.304 0.170 -0.320
H 3.50104 -2.99685 3.43816 0.210 0.117 1.083
H 4.12345 -3.65913 5.07109 -0.942 0.887 -0.724
H 3.44848 -1.96842 4.96796 0.738 0.467 -0.270
H -1.10105 -3.21903 2.76176 0.233 0.213 0.282
H -2.20131 -2.86634 3.90469 1.039 0.256 -0.141
C -5.06610 -1.88215 -2.15641 0.242 0.198 -0.481
C -3.85268 -2.75555 -2.50548 -1.161 -0.605 1.165
C -3.51759 -2.74405 -3.97969 -0.229 0.021 -1.468
O -3.72477 -1.45482 -4.59334 0.149 -1.039 -0.045
C -3.89783 -1.60674 -6.00609 -0.659 0.182 -0.125
N -2.73733 -2.41144 -1.56861 -0.889 -0.355 0.331
H -4.91593 -0.89559 -2.56859 0.161 0.451 0.167
H -5.27875 -1.76734 -1.07978 0.123 -0.407 -0.485
H -5.92539 -2.22173 -2.72256 -0.367 -0.349 0.274
H -4.15546 -3.82218 -2.32703 0.442 0.740 0.120
H -4.20127 -3.49711 -4.50545 0.864 0.900 0.721
H -2.46035 -3.03277 -4.20088 -0.591 -0.128 0.353
H -3.17469 -2.28655 -6.50272 -0.314 0.207 0.557
H -3.82174 -0.63160 -6.47232 0.271 0.259 0.168
H -4.93987 -1.92538 -6.17441 0.405 -0.325 -0.138
H -1.98501 -3.00764 -1.82978 1.101 -0.467 0.035
H -3.01043 -2.74517 -0.62043 0.307 0.381 -0.832
C 6.80869 -0.63642 -0.33585 1.276 -2.559 -1.314
C 5.51275 -0.01239 -0.51567 -3.555 0.788 -1.176
C 5.67779 1.45092 -0.84135 0.452 0.986 -0.347
O 6.61955 2.00635 0.05271 -0.876 -2.467 0.536
C 7.14234 3.19653 -0.28011 0.318 4.164 -0.442
N 4.53705 -0.44234 -1.61098 0.022 -0.727 -1.118
H 7.06190 -0.31046 0.66111 0.848 -0.502 0.227
H 7.55578 -0.31117 -1.08276 -0.242 0.166 0.467
H 6.75402 -1.77022 -0.49837 0.045 1.452 0.860
H 4.89180 -0.17997 0.35825 0.106 0.195 0.477
H 4.75896 2.05172 -0.98928 -0.030 -0.237 1.037
H 6.03364 1.46577 -1.87838 0.824 0.047 -0.147
H 6.33424 3.97642 -0.25025 0.325 -0.281 -0.241
H 7.55196 3.26270 -1.32735 0.065 -0.319 0.941
H 7.86004 3.62161 0.50246 -0.598 -1.249 -1.146
H 4.38231 -1.47160 -1.70623 0.634 0.985 0.390
H 4.85832 -0.10545 -2.54998 -0.228 -0.528 1.109
C 0.85150 3.62731 -2.86425 1.158 -0.239 0.465
C 1.82676 2.75669 -2.08523 -1.232 -2.401 -1.099
C 1.48026 2.67353 -0.60837 -0.341 0.983 1.054
O 2.27194 1.65875 -0.02231 1.294 -0.527 -1.062
C 2.65558 1.82640 1.32561 -0.563 -0.588 0.658
N 1.71069 1.34310 -2.66190 1.122 -0.821 0.387
H 1.14736 4.60715 -2.62831 -0.490 1.750 0.532
H -0.17231 3.37273 -2.65767 -0.313 0.323 0.590
H 0.96732 3.58804 -3.92227 0.427 -0.492 -0.925
H 2.88932 2.94587 -2.17453 0.114 0.725 -0.194
H 0.43322 2.44930 -0.34914 0.006 0.096 -0.601
H 1.72581 3.64104 -0.10792 -0.079 -0.477 -0.456
H 3.15769 0.87289 1.66091 -0.722 1.037 -0.298
H 1.67065 1.96448 1.82594 1.079 0.076 0.512
H 3.36403 2.66329 1.39358 -0.300 -0.044 0.222
H 0.74741 1.05162 -2.81073 0.333 0.142 0.079
H 2.26228 1.13855 -3.50934 -0.562 0.821 0.430
```
Forces are in eV/Å.

## Properties
Charge = +1
M = 944.45 u
Total energy = -180028.0435 eV
HOMO level = -10.19 eV


Question: The highest M belongs to which entry?
Answer: C24H66N6O14P2YZn2